{"formula": "C43H31CsN2O7P2S", "method": "wB97M-V/def2-TZVPD", "homo_ev": -8.71, "e_above_lowest_ev": 0.4218, "charge": 0, "e_lumo_ev": -0.36, "gap_ev": 8.3, "species": ["Cs", "O", "S", "C", "C", "C", "C", "C", "C", "P", "C", "C", "C", "C", "C", "C", "C", "C", "C", "C", "C", "C", "C", "C", "C", "C", "C", "C", "P", "C", "C", "C", "C", "C", "C", "C", "C", "C", "C", "C", "C", "H", "H", "H", "H", "H", "H", "H", "H", "H", "H", "H", "H", "H", "H", "H", "H", "H", "H", "H", "H", "H", "H", "H", "H", "H", "H", "H", "H", "O", "C", "O", "C", "C", "C", "C", "C", "C", "N", "O", "O", "N", "O", "O", "H", "H", "H"], "positions_angstrom": [[3.733364, 0.421439, 0.803554], [1.792731, 0.251217, -0.976047], [0.405542, 0.026885, -0.447275], [-0.514380, -0.692846, -1.815961], [0.195187, -0.890764, -2.988924], [-0.438845, -1.492422, -4.067961], [-1.761201, -1.892156, -3.955990], [-2.451194, -1.705877, -2.764314], [-1.838165, -1.111094, -1.666428], [-2.683147, -0.868681, -0.051484], [-2.581067, -2.538574, 0.682071], [-1.711348, -3.525580, 0.229575], [-1.593912, -4.728453, 0.916751], [-2.349414, -4.959955, 2.055146], [-3.220737, -3.979106, 2.515059], [-3.326425, -2.774796, 1.840109], [-4.433693, -0.740648, -0.557636], [-5.290199, -1.828780, -0.713319], [-6.603483, -1.634288, -1.116200], [-7.072676, -0.352757, -1.369986], [-6.229171, 0.737339, -1.210357], [-4.919865, 0.544269, -0.795721], [-0.366182, 1.649788, -0.338862], [-0.978097, 2.169107, -1.475480], [-1.587039, 3.408916, -1.448689], [-1.582777, 4.132232, -0.266823], [-0.947944, 3.626921, 0.853267], [-0.313378, 2.375790, 0.861975], [0.761877, 2.148622, 2.370639], [-0.309548, 2.912303, 3.649722], [0.195808, 3.971424, 4.393349], [-0.571196, 4.557736, 5.395212], [-1.847792, 4.087783, 5.651007], [-2.361164, 3.028338, 4.908595], [-1.595987, 2.442048, 3.916566], [0.705787, 0.426619, 2.995980], [-0.249296, -0.535171, 2.681895], [-0.209863, -1.790511, 3.273200], [0.771527, -2.088672, 4.207076], [1.706355, -1.124267, 4.559708], [1.677096, 0.123202, 3.955800], [1.227268, -0.570084, -3.053091], [0.108255, -1.642597, -4.989169], [-2.259796, -2.359473, -4.795195], [-3.482813, -2.025803, -2.688400], [-1.119487, -3.364083, -0.662685], [-0.911644, -5.486273, 0.553916], [-2.260860, -5.899207, 2.585142], [-3.812446, -4.151145, 3.404857], [-3.996954, -2.008210, 2.214456], [-4.931894, -2.831645, -0.513134], [-7.261768, -2.485537, -1.232909], [-8.097792, -0.204113, -1.683599], [-6.594192, 1.739069, -1.396947], [-4.264340, 1.396786, -0.653819], [-0.986636, 1.593758, -2.391252], [-2.059828, 3.799622, -2.340000], [-2.062366, 5.100968, -0.214053], [-0.938625, 4.231035, 1.750098], [1.193473, 4.341154, 4.188598], [-0.167889, 5.380388, 5.971058], [-2.446821, 4.542614, 6.429180], [-3.358761, 2.659366, 5.109284], [-1.999400, 1.615340, 3.343199], [-1.035769, -0.307133, 1.974630], [-0.951484, -2.532508, 3.002520], [0.803706, -3.068088, 4.666408], [2.460702, -1.344106, 5.303923], [2.404648, 0.875325, 4.244529], [6.288986, 0.895687, 0.050309], [6.200199, -0.167093, -0.605884], [5.798651, -1.273904, -0.195457], [6.420849, -0.055264, -2.108231], [7.544000, 0.527434, -2.674517], [7.628631, 0.611242, -4.054451], [6.626083, 0.180364, -4.900743], [5.511519, -0.371314, -4.299501], [5.401968, -0.521465, -2.930510], [4.392471, -0.809877, -5.156194], [4.560409, -0.795817, -6.357934], [3.390194, -1.228259, -4.604091], [8.836886, 1.211768, -4.660553], [8.877494, 1.291124, -5.872414], [9.744685, 1.517243, -3.915059], [8.336406, 0.922705, -2.056213], [6.708263, 0.278149, -5.970786], [4.529727, -0.994724, -2.504113]], "forces_ev_per_a": [[0.1, 0.1, 1.3], [-0.7, 0.0, -0.6], [-0.1, 0.0, 0.0], [0.1, 0.0, 0.0], [0.0, 0.0, 0.0], [0.0, 0.0, 0.0], [0.0, 0.0, 0.0], [0.0, 0.0, 0.0], [0.0, -0.1, 0.0], [0.0, 0.1, -0.1], [0.0, 0.0, 0.0], [0.0, 0.0, 0.0], [0.0, 0.0, 0.0], [0.0, 0.0, 0.0], [0.0, 0.0, 0.0], [0.0, 0.0, 0.0], [0.0, 0.0, 0.0], [0.0, 0.0, 0.0], [0.0, 0.0, 0.0], [0.0, 0.0, 0.0], [0.0, 0.0, 0.0], [0.0, 0.0, 0.0], [0.0, -0.1, 0.0], [0.0, 0.0, 0.0], [0.0, 0.0, 0.0], [0.0, 0.0, 0.0], [0.0, 0.0, 0.0], [0.0, 0.1, 0.1], [-0.1, 0.0, -0.1], [0.0, 0.0, 0.0], [0.0, 0.0, 0.0], [0.0, 0.0, 0.0], [0.0, 0.0, 0.0], [0.0, 0.0, 0.0], [0.0, 0.0, 0.0], [-0.1, 0.0, 0.0], [0.0, 0.0, 0.1], [0.0, 0.0, 0.0], [0.0, 0.0, 0.0], [0.0, 0.0, 0.0], [0.0, 0.0, -0.1], [0.0, 0.0, 0.0], [0.0, 0.0, 0.0], [0.0, 0.0, 0.0], [0.0, 0.0, 0.0], [0.0, 0.0, 0.0], [0.0, 0.0, 0.0], [0.0, 0.0, 0.0], [0.0, 0.0, 0.0], [0.0, 0.0, 0.0], [0.0, 0.0, 0.0], [0.0, 0.0, 0.0], [0.0, 0.0, 0.0], [0.0, 0.0, 0.0], [0.0, 0.0, 0.0], [0.0, 0.0, 0.0], [0.0, 0.0, 0.0], [0.0, 0.0, 0.0], [0.0, 0.0, 0.0], [0.0, 0.0, 0.0], [0.0, 0.0, 0.0], [0.0, 0.0, 0.0], [0.0, 0.0, 0.0], [0.0, 0.0, 0.0], [0.0, 0.0, 0.0], [0.1, 0.0, 0.0], [0.0, 0.0, 0.0], [0.0, 0.0, 0.0], [0.0, 0.0, 0.0], [0.6, 0.1, -0.3], [0.2, 0.0, -0.1], [0.0, -0.1, -0.1], [-0.1, -0.1, 0.0], [0.0, 0.1, 0.0], [0.0, 0.2, 0.0], [0.0, 0.0, 0.0], [0.0, 0.2, 0.0], [0.0, 0.0, 0.0], [0.2, -0.6, 0.0], [-0.1, 0.2, 0.1], [0.0, 0.2, -0.1], [0.3, -0.5, -0.1], [-0.1, 0.2, 0.1], [-0.1, 0.2, 0.0], [0.0, 0.0, 0.0], [0.0, 0.0, 0.0], [0.0, 0.0, 0.0]]}

{"formula": "C43H32AsCl5F6HfNO2P2", "method": "wB97M-V/def2-TZVPD", "homo_ev": [-7.23, -8.14], "e_above_lowest_ev": 0.5639, "charge": 0, "spin_multiplicity": 2, "s_squared": 0.80, "e_lumo_ev": [0.04, -0.61], "gap_ev": [7.3, 7.5], "species": ["Hf", "C", "P", "C", "C", "C", "C", "C", "C", "C", "C", "C", "C", "C", "C", "C", "C", "C", "C", "C", "P", "C", "C", "C", "C", "C", "C", "C", "C", "C", "C", "C", "C", "N", "H", "H", "H", "H", "H", "H", "H", "H", "H", "H", "H", "H", "H", "H", "H", "H", "H", "H", "H", "H", "H", "H", "H", "H", "H", "H", "Cl", "C", "C", "Cl", "C", "Cl", "C", "O", "C", "O", "C", "Cl", "Cl", "C", "C", "C", "C", "C", "C", "C", "H", "H", "H", "H", "H", "H", "F", "As", "F", "F", "F", "F", "F"], "positions_angstrom": [[-0.439865, -0.105313, -0.859668], [1.633094, 0.454595, -3.459307], [1.065668, -1.174344, -2.755449], [0.176715, -2.215751, -3.943835], [-0.424112, -3.329329, -3.347101], [-1.202068, -4.188707, -4.101739], [-1.394869, -3.930934, -5.453457], [-0.811831, -2.820078, -6.042328], [-0.023506, -1.957691, -5.293057], [2.678096, -1.976564, -2.513788], [3.204770, -2.883570, -3.426200], [4.479304, -3.393037, -3.227497], [5.224469, -2.998533, -2.125493], [4.696738, -2.099495, -1.209198], [3.421802, -1.592206, -1.398559], [1.952345, 1.286932, -2.242055], [2.912688, 2.230399, -1.979207], [2.721835, 2.663971, -0.635001], [1.652198, 1.965953, -0.133811], [0.935170, 1.945918, 1.185630], [0.819782, 0.134210, 1.652313], [2.342832, -0.000128, 2.668401], [3.469503, -0.636613, 2.155655], [4.633262, -0.719726, 2.906864], [4.677871, -0.174974, 4.179666], [3.556679, 0.461581, 4.697238], [2.395549, 0.549495, 3.948185], [-0.394115, 0.000861, 3.009411], [-1.031858, 1.074231, 3.618530], [-1.901521, 0.851690, 4.677160], [-2.151189, -0.437721, 5.120330], [-1.518450, -1.514853, 4.513853], [-0.637016, -1.295877, 3.468725], [1.182214, 1.111468, -1.108676], [0.826349, 0.896499, -4.051088], [2.505101, 0.335304, -4.101125], [-0.290125, -3.501670, -2.284486], [-1.669604, -5.044332, -3.632092], [-2.015147, -4.592944, -6.043665], [-0.976157, -2.617660, -7.092845], [0.415010, -1.081249, -5.753710], [2.618896, -3.186515, -4.285375], [4.893068, -4.101060, -3.933702], [6.221475, -3.393730, -1.979337], [5.281230, -1.800107, -0.348187], [2.992619, -0.883672, -0.698910], [3.668790, 2.590405, -2.659254], [3.315888, 3.400920, -0.117010], [-0.081287, 2.334956, 1.076310], [1.470779, 2.519356, 1.939779], [3.429615, -1.075503, 1.166710], [5.503702, -1.218657, 2.499716], [5.579817, -0.251542, 4.772726], [3.588206, 0.884682, 5.693102], [1.524490, 1.040437, 4.362696], [-0.855195, 2.088282, 3.277968], [-2.396152, 1.693774, 5.145278], [-2.851002, -0.605960, 5.928905], [-1.720706, -2.524437, 4.849981], [-0.126924, -2.132185, 3.000851], [-5.853229, -1.803789, 2.461600], [-4.349800, -1.843944, 1.631935], [-3.787800, -3.059537, 1.258323], [-4.616890, -4.530704, 1.576408], [-2.544169, -3.084203, 0.627254], [-1.796286, -4.571743, 0.195208], [-1.857298, -1.907806, 0.364046], [-0.626563, -1.892293, -0.188652], [-2.457707, -0.668340, 0.693424], [-1.780482, 0.458014, 0.385671], [-3.684411, -0.651053, 1.343498], [-4.376148, 0.859541, 1.771831], [-3.693309, 4.696226, 4.588631], [-3.027650, 4.582168, 2.996892], [-3.825889, 4.142127, 1.942577], [-3.294244, 4.047195, 0.681318], [-1.940446, 4.393675, 0.418119], [-1.417875, 4.306292, -0.864507], [-1.157026, 4.833284, 1.523789], [-1.691437, 4.926784, 2.786148], [-4.855859, 3.868440, 2.129752], [-3.906175, 3.693721, -0.139376], [-0.379946, 4.536163, -1.069209], [-2.046294, 4.019188, -1.695007], [-0.121926, 5.103369, 1.349827], [-1.089416, 5.262558, 3.620374], [-1.275098, 1.535376, -2.022887], [-2.740953, 0.779555, -2.837643], [-3.643810, 0.971471, -1.416876], [-2.054913, -0.803812, -2.169536], [-4.000122, -0.069134, -3.612094], [-1.649554, 0.512637, -4.152653], [-3.212196, 2.299320, -3.457962]], "forces_ev_per_a": [[1.4, 0.8, -1.1], [-0.2, 0.0, 0.0], [0.9, -0.2, -1.5], [0.0, 0.0, 0.2], [0.1, 0.1, -0.1], [0.0, 0.0, 0.0], [0.0, 0.0, 0.0], [0.0, 0.0, -0.1], [0.1, 0.0, 0.1], [-0.1, 0.0, 0.3], [0.0, 0.0, 0.0], [0.0, 0.0, 0.0], [0.0, 0.0, 0.0], [0.0, 0.0, 0.0], [0.0, 0.0, -0.1], [0.2, 0.1, -0.1], [0.0, -0.1, -0.1], [-0.1, 0.0, 0.1], [0.2, 0.2, 0.1], [0.1, -0.2, 0.0], [0.2, 1.1, 1.0], [0.2, -0.3, -0.4], [-0.1, 0.0, 0.0], [0.1, 0.0, 0.0], [0.0, 0.0, 0.0], [0.0, 0.0, 0.0], [0.0, 0.0, 0.0], [0.0, -0.2, -0.2], [0.0, 0.0, -0.1], [-0.1, 0.1, 0.0], [-0.1, 0.0, 0.0], [0.0, -0.1, 0.0], [0.0, 0.1, -0.1], [1.5, 0.8, -0.2], [0.0, 0.0, 0.0], [0.0, 0.0, 0.0], [0.0, 0.0, 0.0], [0.0, 0.0, 0.0], [0.0, 0.0, 0.0], [0.0, 0.0, 0.0], [0.0, 0.0, 0.0], [0.0, 0.0, 0.0], [0.0, 0.0, 0.0], [0.0, 0.0, 0.0], [0.0, 0.0, 0.0], [0.1, 0.0, -0.1], [0.0, -0.1, 0.0], [-0.1, 0.0, 0.1], [0.0, 0.1, 0.1], [-0.1, 0.0, 0.1], [0.0, 0.0, 0.2], [0.0, 0.0, 0.0], [0.0, 0.0, 0.0], [0.0, 0.0, 0.0], [0.0, 0.0, 0.0], [0.0, 0.0, 0.0], [0.0, 0.0, 0.0], [0.0, 0.0, 0.0], [0.0, 0.0, 0.0], [-0.1, 0.0, 0.0], [-0.1, 0.0, 0.0], [0.1, 0.0, 0.0], [0.0, 0.1, 0.0], [0.0, -0.1, 0.0], [0.1, 0.0, 0.0], [0.1, -0.1, -0.1], [-0.7, -0.2, 0.5], [-0.5, -2.3, 0.9], [-0.5, -0.5, 0.6], [-1.5, 0.4, 1.8], [0.0, 0.0, -0.1], [0.1, 0.1, 0.0], [-0.1, 0.0, 0.1], [0.1, 0.0, -0.2], [0.0, 0.0, 0.2], [0.1, 0.1, -0.2], [-0.2, 0.0, 0.4], [0.2, 0.0, -0.3], [0.0, -0.1, -0.2], [-0.1, 0.0, 0.1], [0.0, 0.0, 0.0], [0.0, 0.0, 0.0], [0.0, 0.0, 0.0], [0.0, 0.0, 0.0], [0.0, 0.0, 0.0], [0.0, 0.0, 0.0], [-0.8, -0.3, -0.4], [-0.7, 0.2, -1.8], [0.1, 0.0, 0.1], [-0.3, 0.8, -0.2], [0.3, -0.1, 0.2], [-0.2, 0.0, 0.2], [0.2, -0.1, 0.3]]}